Entry 1:
{
  "formula": "C7H9NO",
  "method": "ωB97M-V/def2-TZVPD",
  "symbols": ["O", "N", "C", "C", "C", "C", "C", "C", "C", "H", "H", "H", "H", "H", "H", "H", "H", "H"],
  "positions_angstrom": [[-0.771, 1.596, 0.812], [1.872, -0.572, -0.327], [-0.870, 1.307, -2.653], [-1.070, -0.492, -0.555], [1.428, 0.219, 1.928], [-0.245, 0.522, 0.072], [-0.758, 0.607, -1.646], [-1.877, -1.496, -0.247], [1.017, 0.033, 0.509], [-1.644, -2.550, -0.289], [0.551, 0.392, 2.549], [1.507, -0.799, -1.248], [-2.946, -1.342, -0.117], [2.055, 1.108, 2.014], [-1.645, 1.772, 0.440], [1.975, -0.619, 2.359], [-1.196, 1.451, -3.656], [2.616, -1.138, 0.054]],
  "forces_ev_per_a": [[0.4, -0.4, 0.2], [-0.3, -0.2, 0.0], [0.0, 0.1, -0.4], [3.4, 5.2, -2.6], [-0.1, 0.3, 0.4], [-0.4, 0.4, 0.0], [-0.4, -3.6, 2.7], [-3.1, -2.5, 0.5], [0.0, 0.6, -0.6], [0.4, -0.3, -0.1], [0.0, 0.1, -0.1], [0.2, 0.0, 0.2], [-0.2, 0.1, 0.1], [0.0, 0.1, 0.0], [0.0, -0.1, 0.1], [0.1, -0.1, -0.3], [0.1, 0.4, -0.1], [-0.1, 0.0, -0.1]],
  "homo_lumo_gap_ha": [0.215, 0.247],
  "lumo_energy_ha": [-0.007, 0.009],
  "total_charge": 0,
  "multiplicity": 1,
  "relative_energy_ev": 9.562,
  "e_homo_ev": [-6.0619, -6.4980],
  "largest_force_ev_per_a": 6.727
}

Entry 2:
{
  "formula": "C24H50BClF4OsP2Si2",
  "method": "ωB97M-V/def2-TZVPD",
  "symbols": ["Os", "Cl", "P", "P", "Si", "Si", "F", "F", "F", "F", "C", "C", "C", "C", "C", "C", "C", "C", "C", "C", "C", "C", "C", "C", "C", "C", "C", "C", "C", "C", "C", "C", "C", "C", "B", "H", "H", "H", "H", "H", "H", "H", "H", "H", "H", "H", "H", "H", "H", "H", "H", "H", "H", "H", "H", "H", "H", "H", "H", "H", "H", "H", "H", "H", "H", "H", "H", "H", "H", "H", "H", "H", "H", "H", "H", "H", "H", "H", "H", "H", "H", "H", "H", "H", "H"],
  "positions_angstrom": [[0.122, -0.431, 0.452], [3.144, 2.298, -2.450], [0.370, 1.914, 1.254], [0.502, -1.307, -1.844], [-1.606, 0.715, 3.260], [-1.427, -3.364, -0.675], [-3.483, 0.367, -2.242], [-1.828, 0.598, -0.636], [-3.966, -0.159, -0.029], [-3.619, 2.062, -0.622], [-3.288, -3.467, -0.573], [0.641, -2.271, 1.344], [0.302, -1.164, -4.707], [3.035, 1.600, 2.265], [-0.107, 3.451, -1.065], [-0.680, -5.068, -0.782], [-1.498, -1.437, 1.411], [-0.756, -0.704, 2.386], [0.596, -1.245, 2.337], [1.821, -2.683, -1.815], [1.935, -3.492, -3.109], [-0.206, 0.892, -3.442], [-3.463, 0.533, 3.286], [-0.681, -2.400, 0.746], [-0.009, 4.755, 1.046], [-0.945, 0.908, 4.992], [0.664, -0.367, -3.454], [3.199, -2.174, -1.399], [1.617, 1.974, 2.694], [-1.215, 2.172, 2.123], [2.404, 1.201, -1.130], [0.547, 3.528, 0.318], [-1.025, -2.258, -2.153], [1.636, 3.298, 3.461], [-3.315, 0.735, -0.905], [1.491, -2.898, 1.111], [0.871, -2.087, -4.830], [0.433, 4.929, 2.028], [-1.075, -0.050, 5.515], [-0.320, 1.261, -4.469], [2.085, 4.097, 2.858], [3.471, 2.367, 1.609], [3.610, -1.478, -2.145], [0.510, -0.529, -5.578], [2.270, 3.167, 4.351], [-0.782, -5.551, 0.200], [1.725, -0.069, -3.480], [-0.951, -2.876, -3.059], [-1.212, 0.697, -3.043], [-0.937, 2.728, -1.093], [-1.851, -1.537, -2.282], [2.884, 0.227, -1.272], [1.251, 1.190, 3.375], [0.649, 3.618, 3.817], [-2.552, -1.295, 1.215], [2.573, -4.366, -2.910], [1.457, -3.357, -1.024], [3.082, 0.622, 1.770], [-3.911, 1.402, 3.784], [-0.525, 4.430, -1.335], [1.637, 3.637, 0.190], [-3.744, -0.372, 3.841], [3.190, -1.696, -0.411], [-1.546, 1.667, 5.512], [-1.099, 4.679, 1.152], [-3.585, -4.002, 0.338], [0.637, 3.198, -1.826], [-3.728, -2.460, -0.554], [-1.256, -5.653, -1.513], [0.110, 1.194, 5.048], [-2.007, 2.241, 1.356], [3.886, -3.033, -1.340], [-1.216, 3.099, 2.715], [0.977, -3.875, -3.482], [-0.769, -1.400, -4.716], [1.291, 1.116, -1.149], [0.376, -5.084, -1.072], [2.428, -2.908, -3.896], [3.666, 1.544, 3.165], [2.755, 1.642, -0.189], [1.405, -0.953, 2.992], [-3.858, 0.459, 2.262], [0.257, 1.691, -2.863], [-3.676, -4.014, -1.442], [0.205, 5.635, 0.426]],
  "forces_ev_per_a": [[4.1, 5.5, -5.4], [-0.8, -0.7, 0.8], [-0.5, 1.1, 1.3], [-0.5, -1.3, -1.1], [0.1, 0.1, -0.4], [0.1, 0.4, -0.1], [-0.1, 0.2, 0.5], [-1.1, 0.2, -0.3], [0.2, 0.4, -0.4], [0.0, -0.5, -0.2], [0.1, 0.0, 0.4], [-0.4, -1.7, 0.2], [0.1, -0.1, -0.2], [0.1, 0.0, 0.3], [-0.2, -0.1, -0.2], [-0.1, -0.2, 0.0], [-1.3, -1.3, 1.2], [-1.1, -1.3, 2.1], [-0.5, -0.1, 1.7], [-0.5, 0.5, -0.2], [0.3, -0.3, 0.1], [-0.2, 0.2, 0.1], [0.1, -0.3, 0.0], [-1.1, -2.2, 1.4], [0.1, 0.2, 0.1], [-0.1, 0.1, 0.2], [0.5, 0.0, 0.1], [0.2, -0.3, 0.0], [-0.5, 0.2, -0.5], [0.0, 0.3, 0.4], [0.9, 0.5, -0.3], [0.5, 0.0, 0.1], [0.1, -0.5, -0.2], [0.2, -0.1, 0.3], [0.7, -0.2, 0.1], [0.0, 0.1, 0.0], [-0.2, 0.2, 0.0], [-0.2, 0.0, -0.2], [0.0, 0.2, 0.0], [0.1, -0.1, 0.2], [-0.1, -0.2, 0.2], [-0.1, -0.2, 0.1], [0.0, -0.1, 0.2], [-0.1, -0.1, 0.1], [-0.1, 0.1, -0.1], [0.0, 0.0, -0.2], [-0.2, 0.0, -0.2], [-0.1, 0.3, 0.1], [0.3, 0.1, -0.1], [0.3, 0.2, -0.1], [0.3, -0.2, 0.1], [-0.3, 0.5, 0.1], [0.1, 0.2, -0.3], [0.2, -0.1, -0.2], [0.1, 0.1, -0.1], [-0.1, 0.1, -0.1], [0.0, 0.3, -0.2], [-0.1, 0.2, 0.0], [0.1, -0.2, -0.1], [0.1, -0.2, 0.1], [-0.2, 0.2, 0.0], [-0.1, 0.2, -0.1], [0.0, 0.0, -0.2], [0.2, -0.1, 0.0], [0.2, 0.0, -0.1], [-0.1, 0.1, -0.2], [-0.3, 0.1, 0.1], [0.1, -0.3, 0.0], [0.2, 0.0, 0.1], [-0.2, 0.0, 0.1], [0.2, 0.0, 0.2], [-0.1, 0.3, 0.0], [0.0, -0.1, -0.3], [0.2, 0.2, 0.1], [0.2, 0.1, 0.0], [1.1, 0.5, -0.5], [-0.2, -0.1, 0.1], [-0.1, -0.2, 0.2], [-0.1, 0.0, -0.3], [-0.3, -0.2, -0.5], [0.0, 0.0, -0.1], [0.0, 0.1, 0.3], [-0.2, -0.2, -0.1], [0.1, 0.1, 0.2], [-0.1, -0.1, 0.1]],
  "homo_lumo_gap_ha": [0.174, 0.274],
  "lumo_energy_ha": [0.008, -0.048],
  "total_charge": 0,
  "multiplicity": 5,
  "relative_energy_ev": 0.000,
  "e_homo_ev": [-4.5163, -8.7493],
  "largest_force_ev_per_a": 8.696
}

Number 1: molecular weight 123.2 g mol⁻¹. Number 2: molecular weight 769.3 g mol⁻¹.